A 12-piece molecular cluster, C72H110N12O14 overall at a distorted geometry, computed with ωB97M-V/def2-TZVPD.

Structure (XYZ):
```
208
Properties=species:S:1:pos:R:3:forces:R:3:mulliken_charge:R:1
O 1.951359 4.179506 -4.084751 -0.5 0.9 0.6 -0.636
N 2.643233 3.297814 -4.509578 0.4 -0.9 -0.6 1.137
O 3.853737 3.363747 -4.649565 -0.2 -0.1 0.1 -0.647
C 1.961126 2.056215 -4.929780 0.3 -1.1 -1.2 -0.090
C 2.686328 1.076303 -5.621096 -0.9 -0.4 0.5 -0.437
C 2.006391 -0.089778 -6.038149 1.7 0.7 0.4 -0.647
C 0.635840 -0.196696 -5.860112 -0.4 -0.8 -1.1 0.056
C -0.102376 0.787210 -5.269422 0.7 1.9 0.8 -0.217
C 0.598441 1.909526 -4.794171 -0.4 -0.1 0.3 -0.705
H 3.736242 1.245302 -5.779609 0.2 -0.2 -0.1 0.467
H 2.647511 -0.895600 -6.438249 -0.8 0.4 -0.1 0.377
H 0.074863 -0.991813 -6.333373 0.3 -0.5 0.2 0.440
H -1.187102 0.807645 -5.170330 0.2 -0.4 0.0 0.031
H 0.068157 2.687533 -4.300039 -0.4 0.6 0.3 0.681
O 4.016352 0.312104 -2.740020 -0.4 0.3 0.4 -0.264
N 5.217614 0.397046 -2.635307 0.0 0.0 -0.4 1.278
O 5.980259 -0.400382 -3.140294 0.5 -0.3 0.0 -0.727
C 5.814595 1.519269 -1.897007 -1.1 0.4 -0.7 -0.072
C 7.157125 1.674754 -1.922460 2.8 -0.6 0.1 -0.364
C 7.751201 2.708503 -1.172827 -0.3 0.0 -1.0 -0.618
C 6.949831 3.667805 -0.609269 -1.7 -1.0 1.1 -0.624
C 5.548924 3.516676 -0.612769 0.2 -0.3 -0.2 -0.532
C 4.980986 2.452805 -1.328207 0.7 1.3 1.1 -0.134
H 7.774015 0.942826 -2.494515 -0.6 0.7 0.7 0.404
H 8.810666 2.868005 -1.040805 0.2 -0.5 -0.4 0.420
H 7.370991 4.376153 0.060047 0.4 0.8 0.1 0.384
H 4.930660 4.175749 0.018687 0.2 -0.3 -0.8 0.410
H 3.934515 2.404798 -1.406018 -1.1 -0.4 -0.1 0.447
O 1.215202 -3.761071 -3.531877 1.0 -0.2 -0.4 -0.406
N 1.651001 -4.220942 -4.586239 -1.7 0.2 0.7 0.980
O 0.887333 -4.592521 -5.465234 1.0 -0.2 -0.2 -0.622
C 3.108044 -4.291172 -4.799967 0.0 -0.1 -0.2 -0.055
C 3.897532 -3.400191 -4.073750 1.0 -0.9 -1.5 -0.248
C 5.264814 -3.312745 -4.372383 0.0 0.2 0.2 -0.259
C 5.781101 -4.180331 -5.334890 -0.9 0.4 0.1 -0.679
C 4.959565 -5.068387 -6.033531 0.3 -0.5 -0.1 -0.432
C 3.588599 -5.165772 -5.786490 0.8 1.2 0.8 -0.876
H 3.453832 -2.737019 -3.404064 -0.7 0.9 1.1 1.116
H 5.895183 -2.514063 -3.901788 -0.8 -1.1 -0.4 0.166
H 6.803022 -4.097379 -5.623908 0.6 -0.1 -0.1 0.475
H 5.457972 -5.690252 -6.785002 -0.5 0.1 0.2 0.353
H 2.930493 -5.819889 -6.326766 -0.1 -0.1 -0.1 0.527
O 3.251823 -0.647386 3.880413 0.2 0.3 -0.7 -0.634
N 3.477793 -1.586545 3.133342 0.4 -0.1 1.0 1.188
O 2.974882 -2.673894 3.304858 -0.1 -0.4 -0.8 -0.615
C 4.521330 -1.432642 2.075324 0.1 1.0 1.2 0.031
C 5.445880 -0.437548 2.243088 0.0 1.7 1.8 -0.445
C 6.420919 -0.224120 1.288930 1.3 0.6 0.1 -0.659
C 6.490782 -1.026003 0.161854 -0.9 -1.4 0.4 -0.472
C 5.585329 -2.091569 0.072129 -0.5 0.0 -1.2 -0.380
C 4.622507 -2.297579 1.049516 -0.6 -0.9 -0.5 -0.187
H 5.373492 0.141599 3.204907 0.3 -0.4 -1.3 0.414
H 7.224000 0.522669 1.428502 -0.8 -0.3 0.1 0.355
H 7.266802 -0.974730 -0.582358 0.1 0.4 -0.1 0.498
H 5.504654 -2.692040 -0.852884 0.5 0.1 0.7 0.439
H 3.931417 -3.113424 1.123745 -0.2 -0.6 -0.8 0.348
O -2.905235 2.814735 3.028378 -1.1 -0.5 0.3 0.106
N -3.624032 2.053048 3.669593 0.9 -0.7 -0.2 0.633
O -4.828985 1.928322 3.566598 0.2 0.5 -0.1 -0.629
C -2.933535 1.127134 4.594797 -0.6 -0.3 1.7 -0.631
C -1.560734 1.043578 4.546885 0.7 1.9 -1.8 2.035
C -0.858643 0.262854 5.426772 -0.7 -0.2 0.9 -1.053
C -1.564044 -0.446197 6.383552 -0.9 -0.4 0.2 -0.607
C -2.983153 -0.357634 6.500853 1.3 0.9 -1.0 -0.752
C -3.676166 0.474133 5.629424 2.7 0.0 -1.5 -0.736
H -1.011716 1.696654 3.807211 -0.7 -0.9 0.9 -0.748
H 0.208851 0.290983 5.456273 0.5 -0.2 -0.2 0.459
H -0.997255 -1.107764 7.028274 -0.2 0.1 0.2 0.450
H -3.526659 -0.858614 7.267908 -0.1 -0.4 0.4 0.475
H -4.703203 0.589071 5.628689 -1.9 0.2 0.2 0.732
O -4.190124 5.790029 2.280842 0.3 0.1 -0.4 -0.511
N -3.946433 6.440952 1.284914 -1.4 2.3 -0.4 1.193
O -4.428294 7.581764 1.073675 0.7 -1.9 0.3 -0.707
C -3.048877 5.916183 0.242038 -0.2 0.1 0.6 -0.845
C -2.924090 6.574755 -0.980738 1.3 -0.4 0.5 -0.853
C -1.921524 6.146906 -1.849213 -0.8 -0.6 0.3 -0.851
C -1.211528 4.983675 -1.521537 1.5 0.2 -0.5 -0.020
C -1.357574 4.354581 -0.295409 -0.9 -0.5 0.0 -0.372
C -2.327842 4.807916 0.615123 1.1 0.1 -2.4 0.747
H -3.468654 7.460217 -1.173400 -0.6 0.6 -0.1 0.601
H -1.791587 6.676258 -2.786738 0.2 -0.2 0.1 0.414
H -0.408172 4.587159 -2.190179 -0.9 0.5 0.4 0.403
H -0.847860 3.401770 -0.116831 0.0 0.4 0.1 0.362
H -2.558734 4.239149 1.454083 -0.3 -0.5 1.5 0.560
O -5.895390 -0.269655 -1.090830 -0.3 -0.6 -0.2 -0.582
N -6.483423 0.669773 -1.580564 0.4 0.7 -0.5 1.094
O -7.232501 0.670920 -2.536977 0.0 -1.0 -0.2 -0.650
C -6.259825 1.988294 -1.005757 -0.7 -1.2 -0.7 1.061
C -6.276479 2.017975 0.358382 0.4 -0.2 1.1 -0.588
C -6.233065 3.255923 0.961769 0.3 0.1 0.7 -0.236
C -6.224296 4.368027 0.163327 -0.2 -0.8 -1.1 -1.248
C -6.229882 4.281274 -1.219027 0.1 1.0 -0.9 -0.214
C -6.265706 3.063887 -1.865424 0.4 1.1 0.6 -0.907
H -6.292484 1.094417 0.947116 0.0 0.4 -0.4 0.260
H -6.123486 3.400012 2.035677 -0.3 -0.3 -0.2 0.349
H -6.270200 5.294523 0.609633 0.1 2.0 0.9 0.777
H -6.187005 5.185510 -1.860548 -0.1 -0.5 0.7 0.378
H -6.210999 3.092545 -2.946347 -0.2 -0.8 0.1 0.513
C 2.261968 1.479638 0.559455 1.2 1.1 0.1 -0.881
C 1.033940 0.789872 1.001856 -2.0 -1.1 2.0 0.415
N -0.209927 1.034533 0.266282 0.6 0.4 -0.9 1.412
C -0.070760 0.675009 -1.150598 -0.5 -1.0 -0.7 0.366
C 0.577091 -0.731845 -1.500953 -2.5 0.7 0.1 -2.344
C -1.311127 0.295444 0.868535 -0.6 0.0 -1.1 1.224
C -2.753867 0.684303 0.353123 1.6 -1.0 0.1 -0.771
H 2.575205 1.233315 -0.447991 -0.2 -0.2 -0.3 -0.391
H 3.148401 1.247349 1.197663 -0.8 0.1 -0.2 0.366
H 2.105522 2.572684 0.605979 0.1 -0.3 -0.1 0.361
H 1.121010 -0.313003 1.009704 0.7 0.1 0.3 -0.007
H 0.773850 1.076281 2.066511 0.6 -0.3 -0.9 -0.327
H -1.117317 0.651220 -1.511639 0.6 0.3 -0.3 -0.497
H 0.490189 1.446071 -1.698517 -0.2 -0.1 0.2 0.248
H 0.679328 -0.918916 -2.560364 -0.2 0.3 -0.4 0.488
H 1.516624 -0.804433 -1.097303 2.5 -0.1 1.0 1.124
H 0.023167 -1.586709 -1.096609 -0.2 0.2 0.0 0.285
H -1.340341 0.549301 1.900375 0.3 0.1 1.0 -1.756
H -1.115500 -0.805436 0.790397 -0.4 0.5 0.1 0.037
H -2.833900 1.680687 -0.056384 0.1 0.6 0.5 0.112
H -3.354919 0.493650 1.233042 -0.7 0.3 -0.2 0.193
H -3.084307 0.059530 -0.462901 -0.2 -0.6 -0.1 0.267
C 4.493843 -6.518427 2.521903 0.4 1.8 1.3 -1.292
C 3.201239 -6.230154 1.787481 -0.3 -0.9 -0.4 -0.476
N 3.339435 -5.683954 0.439441 2.3 -0.8 -0.4 1.059
C 4.205255 -6.610223 -0.385741 -0.7 0.2 -0.1 -0.702
C 5.173686 -5.884051 -1.320777 0.4 1.0 0.5 -0.815
C 2.124621 -5.343313 -0.262015 0.2 0.2 -0.6 -0.592
C 1.292448 -4.333153 0.491014 -0.7 -0.2 1.0 -0.312
H 5.051847 -5.566468 2.669203 -0.5 -0.3 0.0 0.240
H 5.209479 -7.098945 2.007489 0.5 -1.1 -0.4 0.445
H 4.332067 -6.923261 3.547694 -0.1 0.1 -0.9 0.355
H 2.618950 -7.160904 1.713328 -0.2 -0.1 0.2 0.389
H 2.664843 -5.548233 2.414328 -0.5 0.4 0.2 0.137
H 4.746069 -7.297807 0.299004 -0.2 0.7 -0.7 0.327
H 3.594911 -7.268311 -1.015482 -0.4 0.0 0.2 0.266
H 4.758784 -5.140578 -2.033534 -0.4 -0.2 0.9 -0.054
H 5.889055 -5.367680 -0.645805 -0.1 -0.1 -0.8 0.218
H 5.696747 -6.529422 -2.018635 0.3 -0.6 0.3 0.475
H 1.493805 -6.249077 -0.450319 0.3 0.4 0.0 0.297
H 2.432683 -4.928472 -1.243951 -0.3 -0.3 0.4 -0.106
H 0.283473 -4.329905 0.087312 -0.2 0.1 0.0 0.502
H 1.602318 -3.284490 0.569788 0.5 -0.3 -0.4 -0.106
H 1.229398 -4.690849 1.533791 -0.4 0.3 -0.4 -0.105
C -3.241532 -0.209259 -7.069792 0.4 -0.4 -0.4 -1.116
C -4.028418 -0.112529 -5.766154 -2.4 0.6 0.0 -0.734
N -3.334482 0.066123 -4.522159 2.1 -0.8 -0.6 0.985
C -3.846050 0.989647 -3.567263 -1.3 0.9 -0.1 1.290
C -3.173515 2.350298 -3.589368 1.2 0.3 -1.2 -0.989
C -2.685372 -1.130156 -3.991737 0.2 0.6 0.0 0.300
C -3.685872 -2.139345 -3.510987 -1.3 0.1 -0.4 -1.349
H -3.797495 0.213038 -7.934068 0.1 -0.6 0.6 0.421
H -2.849980 -1.230016 -7.314728 -0.6 0.7 0.2 0.253
H -2.366399 0.407304 -6.994491 0.6 0.5 0.1 0.121
H -4.686840 0.796108 -5.802643 0.5 -0.7 -0.4 0.406
H -4.773200 -0.960387 -5.718482 0.6 0.5 0.0 0.392
H -4.924333 1.097287 -3.812436 0.3 0.1 0.8 0.683
H -3.664570 0.630747 -2.577788 -0.5 -0.7 0.8 -1.827
H -3.275665 2.742438 -4.598291 0.2 0.1 -0.4 0.453
H -3.490626 3.183923 -2.969195 -0.5 -0.4 0.6 0.381
H -2.092665 2.196862 -3.403347 -0.4 0.2 -0.1 -0.385
H -2.030235 -0.833479 -3.169731 0.1 0.1 0.0 -0.547
H -2.022841 -1.518730 -4.766986 0.0 -0.2 0.0 0.371
H -4.342286 -1.695203 -2.751096 0.2 -0.1 0.0 0.185
H -3.266113 -3.038473 -3.118650 0.5 -0.6 0.3 0.509
H -4.341292 -2.433529 -4.346612 0.2 0.0 0.3 0.335
C -4.495199 -1.920021 2.421746 0.3 0.5 1.4 -0.355
C -4.546634 -3.392372 2.725885 0.1 -0.8 -0.3 -1.308
N -3.230644 -4.028030 2.707479 -0.3 -0.9 -0.9 0.880
C -3.225338 -5.347227 2.007184 0.9 1.5 -0.4 -0.594
C -3.471363 -5.291792 0.512546 -1.6 0.5 0.4 -1.192
C -2.466315 -3.932215 3.922177 0.2 0.6 1.5 -0.948
C -1.116802 -3.196918 3.875268 -0.2 -0.9 0.4 0.361
H -4.135058 -1.797187 1.451736 0.7 0.2 -1.8 0.241
H -3.774803 -1.360995 3.052994 -0.5 -0.3 0.1 -0.138
H -5.467814 -1.444048 2.443299 -0.3 0.1 0.3 0.484
H -5.102373 -3.611920 3.643775 0.0 0.0 0.2 0.307
H -5.092273 -3.874629 1.909380 -0.3 0.2 0.2 0.411
H -2.217772 -5.734264 2.107850 0.1 -0.4 0.5 0.373
H -3.961330 -6.074415 2.301277 -0.4 -0.3 1.3 0.240
H -3.530191 -6.287183 0.172463 -0.5 -1.6 -0.2 0.528
H -4.451775 -4.819616 0.268649 0.9 -0.1 -0.1 0.310
H -2.678039 -4.970282 -0.090161 1.2 1.5 -0.6 0.191
H -2.264285 -4.897118 4.460627 -0.5 0.4 -0.7 0.359
H -3.036809 -3.308473 4.659154 0.0 -0.6 -0.5 0.261
H -0.381821 -3.634714 3.201771 0.1 -0.3 0.2 -0.311
H -0.789086 -3.142350 4.923329 0.5 -0.3 -0.3 0.361
H -1.208074 -2.184651 3.597191 -0.4 1.3 -0.6 -0.422
C -2.717546 4.943930 6.028048 -0.8 -0.9 -2.0 -1.550
C -1.676202 5.054680 4.930050 1.2 0.7 -0.6 0.769
N -0.433403 4.282686 5.162578 -0.4 -0.3 0.4 0.905
C 0.219413 4.551036 6.435691 -1.1 -1.4 1.1 -0.953
C 0.765751 5.933441 6.601056 -0.2 1.1 -0.4 -1.224
C 0.416242 4.259284 3.985137 0.0 -0.2 0.1 0.128
C 1.634462 3.323860 4.097091 0.2 1.5 3.1 -1.510
H -3.556134 5.594746 5.845900 0.0 0.8 0.0 0.415
H -2.392227 5.029352 7.021278 0.5 0.2 1.3 0.440
H -3.205330 3.989457 5.843838 0.2 -0.6 0.6 0.211
H -2.112935 4.658302 4.000782 0.1 0.3 0.3 -0.884
H -1.396711 6.118360 4.709175 -0.3 -0.4 0.2 0.381
H -0.593337 4.341527 7.178834 1.0 0.2 -0.2 0.424
H 0.961439 3.766713 6.617862 0.1 0.2 -0.1 0.525
H -0.095498 6.609936 6.600392 0.2 0.2 0.2 0.265
H 1.416643 6.194588 7.453239 -0.4 -0.6 -0.2 0.390
H 1.290161 6.155744 5.679794 0.5 0.3 -0.1 0.271
H 0.600608 5.290476 3.620547 0.5 -0.3 0.0 0.498
H -0.195813 3.775081 3.245040 -0.4 0.0 -0.8 -0.283
H 2.416024 3.610627 4.860395 -0.6 0.5 -1.0 0.351
H 2.114251 3.097799 3.203244 0.7 -0.2 -1.7 0.327
H 1.338193 2.422136 4.576475 -0.8 -1.1 0.0 0.249
```
Positions in Å, forces in eV/Å.

Calculated values
HOMO ... -0.291 Eh
Electronic energy ... -4519.12133 Eh
HOMO-LUMO gap ... 7.049 eV
SMILES ... O=[N+]([O-])c1ccccc1.O=[N+]([O-])c1ccccc1.O=[N+]([O-])c1ccccc1.O=[N+]([O-])c1ccccc1.O=[N+]([O-])c1ccccc1.O=[N+]([O-])c1ccccc1.O=[N+]([O-])c1ccccc1.CCN(CC)CC.CCN(CC)CC.CCN(CC)CC.CCN(CC)CC.CCN(CC)CC
Net charge ... 0